ORCA calculation (ωB97M-V/def2-TZVPD) on a cluster of 2 separate species, C9H14 in total in a non-equilibrium geometry.

Geometry as XYZ:
```
23
Properties=species:S:1:pos:R:3:forces:R:3
C -0.34987 3.17038 0.52861 -4.1 0.0 -3.3
C 0.13071 1.96458 -0.26186 -1.2 -1.3 -0.6
C 1.34883 1.99809 -0.96572 -1.4 0.6 1.4
C 1.76014 0.94909 -1.73313 -1.2 -0.5 0.3
C 0.92479 -0.15599 -1.83993 0.4 0.1 0.8
C -0.21859 -0.25573 -1.10064 -0.6 0.5 0.4
C -0.62840 0.79075 -0.30453 -1.0 2.3 0.0
H -1.43229 3.16677 1.02497 2.7 -0.6 -0.8
H -0.39330 4.00653 -0.21418 0.3 -0.3 0.9
H 0.45308 3.19534 1.11689 2.6 1.5 3.4
H 1.87453 2.90343 -0.80334 1.0 0.6 -0.3
H 2.68831 0.95654 -2.20727 1.3 0.1 -0.8
H 1.19905 -1.01909 -2.35818 0.7 -1.0 -1.1
H -0.84041 -1.11255 -1.09618 -0.3 -0.8 -0.5
H -1.66518 0.95821 0.09057 1.1 -1.1 0.0
C -1.28820 -2.52745 1.14799 -0.6 1.4 -0.2
C 0.13886 -2.84958 1.38428 -1.4 4.4 3.1
H -1.79787 -3.33364 0.71702 -0.5 -1.1 -2.0
H -1.81034 -2.62533 2.05150 -0.8 1.0 1.8
H -1.44787 -1.53901 0.62914 -0.2 -1.3 0.9
H 0.60861 -2.62414 0.53850 2.6 1.5 -3.4
H 0.50277 -2.18498 2.25072 0.0 -1.6 -1.2
H 0.24263 -3.83222 1.40478 0.8 -4.5 1.4
```
Positions in Å, forces in eV/Å.

Lowest unoccupied orbital energy in eV: 1.04
Net charge: 0


ORCA calculation (ωB97M-V/def2-TZVPD) on a cluster of 6 separate species, C29H52N2O18 in total.

Geometry as XYZ:
```
101
Properties=species:S:1:pos:R:3:forces:R:3
C 0.70080 -4.25634 -0.03397 -0.1 0.5 0.2
C 1.06074 -2.83710 0.41429 0.4 -0.2 -0.1
O 0.36745 -1.83001 -0.32978 -0.2 -0.1 0.0
C -0.79861 -1.33179 0.25874 -0.2 0.0 0.0
C -0.56234 0.00038 0.85968 0.1 -0.1 0.0
N -0.39838 1.02880 1.33791 0.1 0.1 0.0
C -1.91025 -1.26076 -0.81229 0.0 0.0 0.0
C -3.04141 -0.48216 -0.31224 -0.3 -0.2 0.1
N -3.97437 0.02281 0.12587 0.1 0.1 0.0
C -2.36426 -2.68998 -1.23360 0.3 0.3 -0.4
O -3.76779 -2.82976 -1.35524 0.2 -0.2 0.1
C -4.50818 -3.41544 -0.37547 -0.3 0.1 0.0
C -4.03446 -3.39396 1.05465 0.1 -0.3 0.0
O -5.57297 -3.87322 -0.67619 0.1 0.1 0.0
H -0.08361 -4.67703 0.59671 0.0 -0.2 -0.1
H 1.59118 -4.87937 0.01587 -0.1 -0.2 0.0
H 0.33948 -4.21104 -1.06052 0.1 -0.1 -0.1
H 0.90110 -2.69741 1.48647 -0.1 0.1 0.0
H 2.11998 -2.66111 0.22929 0.0 0.1 -0.1
H -1.15034 -1.97871 1.07088 0.0 0.0 0.0
H -1.49688 -0.74294 -1.68011 0.0 0.1 0.0
H -1.92070 -3.43833 -0.57941 -0.1 0.0 0.1
H -1.97439 -2.87651 -2.23208 0.0 0.0 0.0
H -4.44802 -4.27726 1.53565 0.0 0.0 0.0
H -4.44676 -2.51338 1.54472 0.0 0.1 -0.1
H -2.95541 -3.41376 1.18434 0.0 0.1 0.0
C -0.47727 2.39159 -5.54412 -0.1 -0.1 0.0
C -0.74586 3.29784 -4.36263 0.3 0.0 0.0
O -2.15225 3.53371 -4.18535 0.0 0.0 0.0
C -2.82237 2.56216 -3.56864 0.0 0.1 0.0
O -2.34866 1.54104 -3.13338 0.1 -0.1 0.0
O -4.10035 2.91557 -3.49949 0.1 0.0 0.0
C -4.94823 1.94590 -2.87310 -0.2 -0.1 0.1
H -0.94601 2.79122 -6.44391 0.1 0.0 0.0
H 0.59604 2.30917 -5.71663 0.0 0.0 0.0
H -0.87606 1.39331 -5.36771 0.0 0.0 0.0
H -0.31720 4.28437 -4.52794 -0.1 0.0 0.0
H -0.32492 2.89305 -3.44280 -0.1 0.0 0.0
H -4.55537 1.65984 -1.90080 0.0 0.0 0.0
H -5.04866 1.06603 -3.50688 0.0 0.0 0.0
H -5.91457 2.42621 -2.75484 0.0 0.0 0.0
C -4.86795 -6.43386 -7.10320 0.0 0.0 0.1
C -6.37352 -6.58661 -7.10626 0.1 0.0 -0.2
O -6.89642 -6.70517 -5.77500 0.0 0.0 0.0
C -7.02846 -5.55296 -5.11022 0.0 0.0 0.0
O -6.77552 -4.45741 -5.54315 0.0 0.0 0.0
O -7.49187 -5.82706 -3.89605 0.0 0.0 0.0
C -7.64965 -4.68196 -3.04324 -0.1 0.1 0.1
H -4.40475 -7.25080 -6.54849 0.0 0.0 -0.1
H -4.48704 -6.44496 -8.12478 0.0 0.0 0.0
H -4.57499 -5.49448 -6.63590 0.0 0.0 0.0
H -6.66633 -7.50918 -7.60450 0.0 0.0 0.1
H -6.85721 -5.75439 -7.61660 0.0 0.0 0.1
H -8.25504 -3.92144 -3.53236 0.0 0.0 0.0
H -6.68167 -4.27509 -2.76889 0.0 0.0 0.0
H -8.15511 -5.04047 -2.15196 0.0 -0.1 0.0
C 5.63538 -9.60176 0.92871 -0.1 0.0 0.1
C 5.55221 -8.37297 0.05066 0.2 -0.2 -0.1
O 4.56078 -7.44610 0.52958 0.0 0.1 0.0
C 4.94522 -6.67623 1.54551 0.0 0.0 -0.1
O 6.02996 -6.66599 2.06493 0.0 0.0 0.0
O 3.91282 -5.89957 1.88814 0.0 0.0 0.0
C 4.16832 -5.04034 3.00395 0.0 0.1 0.1
H 4.65304 -10.06435 1.02987 0.0 0.0 -0.1
H 6.31984 -10.32827 0.49086 0.0 0.0 0.0
H 5.99614 -9.34555 1.92405 0.0 0.0 0.0
H 5.22427 -8.63591 -0.95309 -0.1 0.1 0.0
H 6.51476 -7.86872 -0.02528 0.0 0.0 0.1
H 5.07494 -4.46032 2.84791 0.0 0.0 0.0
H 4.25555 -5.62410 3.91869 0.1 0.0 0.0
H 3.31174 -4.37572 3.07411 0.0 0.0 0.0
C -1.32970 4.06369 3.06412 0.0 0.0 0.2
C -0.43746 5.04333 2.33806 -0.1 -0.2 -0.2
O -0.02430 6.12673 3.19213 0.0 0.0 0.0
C 0.98365 5.85433 4.01749 0.0 0.0 0.0
O 1.59010 4.81672 4.08802 0.0 0.0 0.0
O 1.21722 6.94146 4.75707 0.0 0.0 0.0
C 2.26453 6.78911 5.71964 0.1 0.1 0.1
H -2.17771 4.58110 3.51564 0.0 0.0 -0.1
H -1.70164 3.31284 2.36848 0.0 0.0 0.0
H -0.78254 3.55279 3.85558 0.0 0.0 0.0
H -0.97545 5.52412 1.52299 0.0 0.1 0.1
H 0.43959 4.54859 1.92247 0.0 0.0 0.1
H 3.17729 6.42829 5.25089 0.0 -0.1 0.0
H 1.95735 6.10648 6.51057 0.0 -0.1 -0.1
H 2.43935 7.77600 6.13794 -0.1 0.0 0.0
C 4.02886 10.57143 3.58833 0.1 0.1 0.1
C 4.84262 9.55675 2.81635 -0.3 0.0 -0.1
O 6.25299 9.72096 3.04586 0.0 0.0 0.0
C 6.70627 9.20249 4.18522 0.0 0.0 0.0
O 6.05377 8.60930 5.00600 0.0 0.0 0.0
O 8.01457 9.44778 4.26292 0.0 0.0 0.0
C 8.63481 8.97190 5.46044 0.1 0.0 0.1
H 4.36905 11.58261 3.36213 0.0 0.0 -0.1
H 2.97512 10.48787 3.32187 0.0 0.0 0.0
H 4.12594 10.41315 4.66176 0.0 0.0 0.0
H 4.71473 9.69764 1.74493 0.1 0.0 0.0
H 4.54780 8.53718 3.06261 0.1 0.0 0.1
H 8.41957 7.91707 5.61571 -0.1 0.0 0.0
H 8.29215 9.54829 6.31839 0.0 0.0 0.0
H 9.70217 9.11614 5.32245 0.0 0.0 -0.1
```
Positions in Å, forces in eV/Å.

Lowest unoccupied orbital energy in eV: 0.31
Net charge: 0


Values of energy, in order: -9557.93736, -70751.28931, all in eV.